Entry from the OMol25 dataset: a structure of composition C20H15BrI2N2O3Tc in a non-equilibrium geometry (the ωB97M-V functional and the def2-TZVPD basis).

Calculated values
* E_HOMO (spin up / spin down): -12.2 / -12.2 eV
* total charge: +2
* expectation value of S²: 3.7797
* E: -118531.3722 eV
* orbital gap (spin up / spin down): 5.599 / 1.424 eV
* multiplicity: 4

The geometry in XYZ format:
```
44
Properties=species:S:1:pos:R:3:forces:R:3:lowdin_charge:R:1
Tc -0.436 -0.229 -0.156 0.4 1.3 -1.9 1.552
I 2.267 6.258 -2.897 0.6 1.1 -0.3 1.009
C 1.339 4.514 -2.507 -0.2 -1.7 0.9 -0.772
C 0.109 4.225 -3.124 1.1 0.6 0.4 -0.222
C -0.511 3.042 -2.843 0.9 -1.8 1.6 -0.675
I -2.322 2.569 -3.683 -0.4 -0.1 -0.1 0.990
C 0.111 2.110 -1.929 1.0 2.9 -0.9 -0.402
O -0.476 0.985 -1.672 -1.1 -3.2 1.5 -0.290
C 1.366 2.412 -1.304 -1.6 -1.1 -0.4 -0.166
C 2.057 1.409 -0.408 -0.3 0.5 -0.3 -0.105
N 1.160 0.831 0.636 -0.5 0.1 0.6 -0.148
C 1.918 0.051 1.663 -0.1 0.1 -0.1 -0.081
C 1.268 -1.266 1.987 -0.3 0.1 -0.3 -0.235
C 1.758 -2.105 2.963 0.1 -0.2 0.3 0.015
C 1.108 -3.303 3.209 0.1 0.0 0.1 0.004
C -0.028 -3.636 2.477 0.0 -0.1 0.1 -0.018
C -0.470 -2.758 1.524 0.2 0.3 0.0 -0.087
N 0.174 -1.594 1.276 -0.1 -0.6 0.3 -0.089
C 1.957 3.596 -1.595 -0.3 2.1 -1.3 -0.106
H -0.348 4.932 -3.804 0.1 0.0 0.0 0.092
H 2.890 1.906 0.089 0.0 0.0 0.1 0.137
H 2.475 0.591 -0.999 -0.1 -0.2 0.1 0.144
H 0.616 1.577 1.116 0.6 -0.1 -0.4 0.110
H 1.989 0.652 2.569 0.1 0.0 0.1 0.151
H 2.932 -0.123 1.307 0.0 0.0 -0.1 0.142
H 2.639 -1.820 3.526 -0.1 0.0 0.0 0.139
H 1.480 -3.973 3.973 0.0 0.0 0.0 0.132
H -0.564 -4.560 2.648 0.1 0.0 0.0 0.128
H -1.357 -2.961 0.937 0.0 0.0 -0.1 0.122
H 2.907 3.854 -1.145 0.0 0.1 -0.1 0.103
Br -7.021 -0.086 2.423 1.1 0.9 0.2 1.070
C -5.567 1.074 2.710 -2.1 -1.3 -0.2 -0.586
C -5.712 2.167 3.546 0.1 1.9 1.3 -0.041
C -4.638 3.027 3.752 -1.7 -0.2 0.6 0.025
C -3.431 2.801 3.121 0.3 0.2 0.0 0.096
C -3.299 1.695 2.289 -1.1 -1.4 -0.6 -0.081
C -4.369 0.822 2.081 2.3 0.1 -0.8 -0.002
C -2.012 1.476 1.617 2.0 -1.0 -1.4 -0.479
O -1.127 2.326 1.608 -0.9 -0.9 0.2 0.088
O -1.904 0.268 1.019 -0.7 1.6 1.0 -0.216
H -6.660 2.346 4.034 0.0 0.1 0.0 0.131
H -4.754 3.880 4.410 -0.1 -0.1 0.0 0.141
H -2.591 3.467 3.266 0.1 0.0 -0.1 0.152
H -4.266 -0.039 1.435 0.1 0.1 0.0 0.127
```
Forces are in eV/Å.